1.
Computed, not measured: a structure of composition C4H4OV, with the ωB97M-V functional and the def2-TZVPD basis.

DFT total energy, hartree: -1173.80162
Spin multiplicity: 4
ΔE to the lowest compared entry with this formula, charge and spin, kcal/mol: 39.5
LUMO energy (spin up / spin down), eV: -0.76 / -1.04
HOMO (spin up / spin down), eV: -7.43 / -7.62
Gap between HOMO and LUMO (spin up / spin down), eV: 6.7 / 6.6

XYZ file:
```
10
Properties=species:S:1:pos:R:3:forces:R:3:lowdin_spin:R:1
V 1.560 -1.344 -0.194 0.13 -1.25 -2.38 2.98
O 0.553 -0.369 0.812 0.36 2.49 2.59 0.04
C -2.747 0.113 -0.240 -3.15 1.63 1.82 0.00
C -1.527 0.665 0.276 1.57 -0.16 -1.49 0.01
C -3.966 0.000 -0.386 2.08 -0.47 0.92 0.00
C -0.689 -0.059 1.071 -2.75 -1.28 -0.32 0.01
H -1.067 1.456 -0.325 0.06 -0.53 -0.29 0.00
H -1.171 -0.648 1.870 0.40 -0.19 -0.40 0.00
H -4.975 -0.188 -0.055 0.25 0.00 -0.88 0.00
H 0.349 -1.599 -1.501 1.04 -0.22 0.44 -0.03
```
Positions in Å, forces in eV/Å.

2.
Computed, not measured: the molecule C4H6Cl2FN, with the ωB97M-V functional and the def2-TZVPD basis.

DFT total energy, hartree: -1230.92392
ΔE to the lowest compared entry with this formula, charge and spin, kcal/mol: 55.0
LUMO energy, eV: 0.71
HOMO, eV: -7.97
Gap between HOMO and LUMO, eV: 8.7

XYZ file:
```
14
Properties=species:S:1:pos:R:3:forces:R:3:lowdin_charge:R:1
Cl -2.431 1.322 -0.084 -1.04 0.37 0.44 0.63
Cl 1.256 -1.920 -0.958 -0.26 0.47 0.77 0.49
F 0.669 2.575 -0.523 0.10 -2.34 0.18 0.01
N 1.352 0.437 0.349 -0.70 1.08 0.44 -0.03
C 0.651 1.189 -0.606 -2.11 -0.94 -1.32 -0.20
C -1.336 0.086 -0.497 2.99 2.15 -2.08 -0.65
C -0.821 -0.824 0.494 0.27 -0.65 1.60 -0.31
C 0.727 -0.801 0.526 -0.22 -0.69 -2.03 -0.59
H -1.157 -0.371 1.443 0.25 -0.47 0.09 0.11
H -1.322 -0.082 -1.577 -0.28 -0.49 0.53 0.07
H 1.703 0.903 1.186 -0.28 -0.15 -0.41 0.16
H -1.068 -1.923 0.526 -0.22 1.16 -0.40 0.13
H 1.053 -1.341 1.351 0.99 -0.76 1.38 0.08
H 0.726 0.750 -1.631 0.51 1.26 0.80 0.11
```
Positions in Å, forces in eV/Å.

3.
Computed, not measured: a cluster of 9 separate species, C63H96Cl2N10O6P2 in total, with the ωB97M-V functional and the def2-TZVPD basis.

DFT total energy, hartree: -5059.74668
LUMO energy, eV: -1.12
HOMO, eV: -8.27
Structure (SMILES): CCCCCc1c(N(C)C(C)=O)cc2c(c1N=C(C)C)C(=O)c1c(cc(OC[C@H](C)C(C)C)c(P(O)Cl)c1P(O)Cl)C2=O.CCCC#N.CCCC#N.CCCC#N.CCCC#N.CCCC#N.CCCC#N.CCCC#N.CCCC#N
Gap between HOMO and LUMO, eV: 7.1

XYZ file:
```
179
Properties=species:S:1:pos:R:3:forces:R:3:lowdin_charge:R:1
Cl -7.436 -0.004 3.112 -0.50 -0.79 -0.91 0.15
Cl -3.382 -1.770 4.279 -0.96 -1.35 -0.28 0.26
P -5.295 -2.724 4.270 -1.38 -0.06 1.25 0.61
P -8.308 -1.969 3.049 -0.27 -0.94 1.22 0.62
O -5.191 -4.142 5.272 -0.38 1.33 -1.77 -0.37
O 0.682 -1.522 -3.390 -2.38 -4.16 -0.50 0.03
O -4.327 -6.308 -1.429 0.70 3.75 2.25 0.05
O -8.788 -3.013 -0.172 2.38 0.41 1.14 -0.11
O -9.896 -1.879 2.403 2.21 1.64 -0.03 -0.37
O -2.946 -4.916 3.197 -1.24 1.77 -4.03 0.05
N 3.213 -1.397 5.101 -0.36 -0.39 3.92 0.17
N 11.406 3.638 -2.146 0.44 -3.52 -1.29 0.15
N 3.338 7.262 -4.437 -3.33 -1.46 0.95 0.15
N -0.359 -3.316 2.472 -0.04 2.79 -2.31 0.11
N 7.421 0.372 1.033 1.41 0.24 -3.46 0.14
N 2.710 2.375 -8.093 -0.03 -3.94 -1.34 0.16
N 7.037 2.326 -5.151 -3.13 3.83 -0.01 0.14
N -9.283 -0.482 5.431 0.71 -0.40 3.84 0.08
N -7.925 4.240 9.100 1.74 2.62 -2.09 0.14
N 0.640 -3.782 -2.786 -1.94 -0.30 0.36 -0.12
C -0.564 -2.021 2.660 -0.21 -1.10 0.15 -0.35
C 2.005 4.366 -2.458 -0.01 -0.09 0.05 -0.11
C 6.765 2.297 -2.115 -0.15 -0.04 0.19 -0.13
C 11.524 2.538 -2.561 -0.51 2.50 0.86 -0.21
C 3.089 -1.536 6.268 0.27 0.62 -2.60 -0.18
C -5.304 5.600 7.200 0.34 -0.14 0.05 -0.27
C 2.281 6.817 -4.157 2.27 1.14 -0.88 -0.20
C 3.517 0.121 0.735 -0.27 -0.69 -0.86 -0.13
C 2.982 -0.130 -9.012 0.17 0.70 0.44 -0.18
C -1.214 -2.637 -4.459 -0.66 -1.20 0.33 -0.03
C 4.258 4.247 -6.135 -0.16 -0.12 -0.35 -0.28
C -7.557 -1.085 -1.374 0.83 1.47 -0.39 -0.29
C -7.547 -3.343 0.429 3.28 -1.26 0.76 -0.18
C 2.932 -1.718 7.750 0.25 -0.15 -0.80 -0.18
C 2.830 1.273 -8.498 -0.60 2.47 0.85 -0.15
C 5.413 0.287 -9.646 0.08 0.00 -0.03 -0.11
C -8.853 -1.627 -0.598 -0.27 1.51 -1.85 -0.16
C 4.824 4.182 -7.548 0.14 0.31 -0.15 -0.14
C 8.235 1.908 -2.018 -0.15 0.35 -0.07 -0.28
C -8.297 -0.853 -3.878 0.92 -0.13 0.44 -0.10
C -7.047 1.220 7.914 0.16 0.05 0.03 -0.12
C -1.642 -4.578 -1.809 0.69 0.96 4.24 0.06
C -4.054 -5.305 -0.723 0.19 -1.21 -0.72 -0.26
C -6.530 -4.165 -0.443 1.33 0.66 3.64 0.09
C 0.937 6.248 -3.801 0.77 0.31 0.09 -0.18
C -8.971 -0.630 6.560 -0.76 0.04 -2.58 -0.18
C -5.733 -3.292 2.511 0.45 -2.09 -4.26 -0.32
C -2.555 -4.726 -0.578 1.48 0.93 0.50 -0.03
C 1.017 5.528 -2.453 0.15 -0.23 0.24 -0.27
C -4.742 -4.078 1.617 -2.28 0.51 -1.63 -0.03
C -5.151 -4.506 0.155 -1.66 1.33 1.41 -0.02
C 4.436 -0.584 -8.863 0.37 0.01 -0.03 -0.27
C 4.146 -1.312 1.167 0.36 1.05 0.41 -0.25
C -9.028 1.067 -2.117 0.96 0.41 -0.73 -0.08
C 0.086 -2.632 -3.534 1.98 4.19 -0.04 -0.37
C -6.697 6.093 7.599 -0.20 -0.74 0.32 -0.18
C 0.240 -3.556 -0.139 -1.53 -0.92 -1.44 0.00
C -2.145 -4.305 0.886 1.67 0.17 -2.95 0.01
C 5.340 4.418 -5.067 0.32 -0.72 -0.14 -0.18
C -1.459 -1.151 1.658 0.47 0.46 0.36 -0.07
C 2.552 -3.492 1.257 0.66 0.51 0.02 -0.19
C 11.686 1.142 -3.091 0.20 0.77 0.39 -0.18
C 0.754 -5.020 -3.613 0.89 -0.56 -1.41 -0.09
C -7.145 -2.940 1.896 1.48 -0.73 -2.96 -0.30
C 1.982 -4.059 7.437 -0.02 -0.06 0.00 -0.11
C -8.214 0.535 8.617 0.16 0.36 0.02 -0.27
C -8.571 -0.817 7.995 -0.26 0.35 -0.70 -0.18
C 3.049 -3.201 8.108 -0.09 -0.37 -0.01 -0.27
C 13.144 0.699 -2.951 0.36 0.01 -0.04 -0.27
C -4.403 5.331 8.401 0.09 -0.02 0.01 -0.11
C -7.926 -0.018 -2.557 0.20 -0.70 0.08 -0.38
C 1.710 -2.930 0.006 -0.68 0.08 0.37 -0.15
C -0.725 -3.725 1.096 -1.99 -1.26 -2.03 -0.11
C 3.150 -2.215 2.054 0.39 -0.73 -0.17 -0.23
C 7.870 0.430 -0.057 -0.93 -0.45 2.50 -0.19
C 14.111 1.586 -3.728 0.09 0.01 -0.02 -0.11
C -6.571 -0.257 -0.368 -0.40 -1.39 0.22 -0.08
C -3.240 -4.483 2.059 0.80 -0.57 1.33 -0.27
C 8.438 0.503 -1.446 -0.41 0.27 0.78 -0.18
C -0.210 -3.962 -1.590 -3.19 -0.91 3.08 -0.11
C 6.286 3.253 -5.108 2.61 -2.91 -0.17 -0.20
C 0.056 -1.292 3.942 -0.87 -0.35 0.05 -0.08
C -7.384 5.056 8.440 -1.50 -1.64 1.53 -0.19
H -5.390 4.682 6.609 -0.09 0.13 -0.01 0.11
H 5.394 5.087 -7.784 0.05 -0.06 0.08 0.08
H -4.829 6.350 6.561 -0.16 -0.02 0.00 0.11
H 0.024 5.149 -2.192 0.02 0.12 -0.09 0.11
H 0.621 5.558 -4.588 0.14 0.09 -0.01 0.12
H -4.282 6.232 9.010 0.00 -0.09 -0.02 0.08
H -6.938 0.534 -2.766 -1.53 -0.81 0.27 0.12
H -6.146 -4.358 5.425 0.99 0.22 -0.06 0.05
H -8.714 -0.212 -4.724 0.30 -0.93 1.24 0.08
H 2.729 0.503 1.479 1.34 -0.55 -0.95 0.07
H 2.008 3.865 -1.488 0.00 0.00 -0.11 0.08
H 4.524 -1.618 -9.210 -0.14 0.05 0.06 0.11
H 2.971 -0.067 -0.270 0.76 0.62 1.54 0.06
H -5.948 -1.029 0.220 -0.93 1.36 -0.63 0.07
H 0.977 -3.723 7.712 0.06 -0.05 -0.05 0.08
H 1.574 -1.793 0.171 0.12 -1.73 -0.30 0.10
H 6.292 2.326 -1.129 0.08 -0.06 -0.01 0.07
H -7.315 -1.329 -4.267 -1.56 0.74 0.56 0.08
H 1.307 6.236 -1.670 -0.10 0.02 -0.12 0.11
H -7.239 0.328 0.372 1.36 -0.77 -1.22 0.04
H -1.621 -3.699 -4.668 0.78 1.67 0.35 0.06
H 3.448 -4.124 0.885 -1.42 1.05 0.44 0.11
H -2.470 -1.634 1.405 1.67 0.50 0.50 0.07
H -9.729 -1.569 -1.353 1.27 -0.40 1.34 0.14
H -9.154 1.118 -0.985 -0.10 -0.19 -1.59 0.07
H -8.966 -1.730 -3.577 0.57 1.33 -0.69 0.08
H -7.717 -1.500 8.042 -0.08 0.03 -0.15 0.12
H -9.993 0.879 -2.696 1.09 0.28 1.14 0.08
H -6.627 7.025 8.165 -0.08 -0.14 0.04 0.12
H 2.067 -4.031 6.348 -0.02 0.06 0.07 0.07
H 3.751 -2.617 2.941 -1.04 0.69 -1.18 0.08
H 8.681 1.957 -3.016 -0.02 -0.08 0.08 0.08
H -3.413 5.010 8.069 -0.07 0.07 0.04 0.07
H 11.035 0.469 -2.530 0.04 0.17 -0.10 0.08
H 2.966 -3.314 9.193 0.06 0.14 -0.06 0.11
H 2.308 -1.538 2.456 1.29 -1.26 -0.58 0.07
H 4.526 -1.829 0.216 -0.66 0.53 1.38 0.10
H -9.401 -1.275 8.539 0.02 -0.03 -0.21 0.11
H 15.134 1.216 -3.623 -0.09 0.02 -0.05 0.07
H 1.958 -4.192 1.948 0.67 1.31 -1.04 0.10
H 4.037 -3.575 7.821 -0.04 0.15 0.07 0.11
H 7.944 -0.243 -2.075 -0.02 0.02 0.15 0.12
H -10.133 -0.918 2.493 -0.03 -1.15 -0.07 0.05
H 6.668 3.292 -2.554 0.02 -0.12 0.07 0.06
H 3.707 -1.144 8.264 -0.07 0.06 -0.18 0.11
H -0.781 -0.812 4.582 1.23 -0.63 -1.22 0.05
H 2.322 -0.791 -8.445 -0.05 0.20 -0.02 0.11
H -6.810 2.164 8.408 -0.04 -0.15 -0.03 0.03
H -8.618 2.100 -2.440 -0.89 -1.58 0.50 0.09
H 0.208 7.061 -3.750 0.16 0.01 -0.13 0.11
H -7.298 6.283 6.706 -0.09 -0.06 0.18 0.11
H 13.861 1.600 -4.793 0.04 0.02 0.08 0.08
H -0.018 -5.093 -4.463 0.90 0.11 1.35 0.08
H 0.750 -0.456 3.579 -0.93 -1.23 0.57 0.08
H 8.756 2.642 -1.396 0.05 -0.16 -0.06 0.10
H 9.502 0.262 -1.407 -0.19 -0.09 0.24 0.08
H 2.675 -0.162 -10.061 -0.02 0.13 0.10 0.12
H -9.084 1.198 8.588 0.04 -0.13 0.05 0.11
H 13.240 -0.330 -3.310 -0.14 0.05 0.06 0.11
H 2.316 -3.036 -0.968 -1.32 0.04 1.42 0.12
H 0.722 -5.992 -3.019 -0.04 1.59 -0.51 0.11
H 4.018 4.090 -8.275 0.22 0.16 0.14 0.03
H 11.376 1.118 -4.139 -0.04 0.12 0.10 0.12
H 5.409 1.320 -9.288 -0.06 -0.07 -0.04 0.06
H 14.099 2.615 -3.359 -0.07 -0.07 -0.04 0.07
H 6.432 -0.090 -9.533 -0.09 0.03 -0.04 0.08
H -6.748 -4.528 -1.502 0.11 0.70 1.73 0.13
H 5.480 3.318 -7.680 0.01 0.06 0.06 0.06
H -5.841 0.419 -0.928 -1.15 -0.85 0.72 0.08
H 3.026 4.707 -2.650 -0.09 0.02 -0.02 0.06
H -4.805 4.538 9.037 -0.03 0.09 -0.03 0.07
H 6.213 1.592 -2.742 0.03 0.11 0.07 0.07
H 4.329 0.921 0.555 -1.28 -1.33 0.39 0.06
H 4.884 4.473 -4.075 0.20 -0.06 -0.01 0.09
H 1.783 -4.964 -4.141 -1.61 -0.19 0.85 0.10
H -0.896 -0.978 0.667 -0.81 -0.20 1.53 0.09
H 5.081 -1.068 1.790 -1.39 -0.51 -0.88 0.08
H 2.086 -5.103 7.743 -0.05 0.09 -0.01 0.07
H 3.558 5.085 -6.070 0.14 -0.04 0.14 0.08
H -7.283 1.450 6.872 0.00 -0.10 0.04 0.07
H -9.102 -0.879 0.226 0.38 -1.37 -0.71 0.10
H 13.433 0.699 -1.895 -0.14 -0.05 -0.07 0.11
H -2.054 -4.905 -2.816 0.77 0.46 1.52 0.10
H 1.740 3.628 -3.222 0.05 0.04 0.06 0.08
H -6.978 -1.925 -1.921 -0.97 1.17 1.14 0.13
H 4.721 -0.574 -7.806 -0.13 -0.04 -0.07 0.11
H 3.686 3.335 -5.941 0.07 0.12 0.05 0.09
H -1.678 -0.154 2.172 0.37 -1.28 -0.87 0.08
H -1.062 -2.137 -5.482 0.03 -0.51 1.86 0.10
H 0.610 -2.013 4.649 -0.72 1.02 -1.52 0.07
H 5.167 0.291 -10.712 0.04 0.02 0.07 0.08
H -2.047 -2.118 -3.849 1.46 -0.59 -1.08 0.10
H -6.152 0.591 7.934 -0.06 0.01 -0.06 0.08
H 1.959 -1.324 8.057 0.06 0.01 -0.15 0.12
H 5.901 5.342 -5.233 0.05 -0.14 0.06 0.12
H -7.957 0.386 9.670 -0.11 -0.09 -0.07 0.11
```
Positions in Å, forces in eV/Å.

4.
Computed, not measured: the ion C5H11N5 with charge +2, with the ωB97M-V functional and the def2-TZVPD basis.

DFT total energy, hartree: -470.22612
ΔE to the lowest compared entry with this formula, charge and spin, kcal/mol: 36.5
Total charge: +2
LUMO energy, eV: -8.30
HOMO, eV: -18.03
Structure (SMILES): CN1C=N[C@@H]2NC=[NH+][C@H]1[NH2+]2
Gap between HOMO and LUMO, eV: 9.7

XYZ file:
```
21
Properties=species:S:1:pos:R:3:forces:R:3:lowdin_charge:R:1
N -1.003 -1.881 0.120 0.45 0.75 0.25 0.15
N -0.563 0.227 1.442 1.37 -1.19 -0.92 0.23
N 0.937 -0.612 -0.238 -1.58 0.53 1.43 -0.10
N -0.640 1.259 -0.660 2.84 0.43 -0.57 0.20
N -2.417 0.051 0.000 -1.22 -0.12 -1.20 0.16
C 0.320 0.557 0.290 -2.08 -1.19 -1.06 -0.16
C -1.881 0.930 -0.833 -0.62 -1.32 1.54 -0.01
C -1.557 -0.770 0.803 -0.54 -0.46 1.23 -0.26
C 2.293 -0.492 -0.617 1.80 -1.73 -4.08 -0.03
C 0.197 -1.773 -0.324 0.38 -0.58 0.53 -0.07
H 0.010 -0.070 2.231 0.17 -1.32 -0.04 0.22
H -2.493 1.366 -1.575 -0.45 0.67 -0.81 0.18
H 2.746 -1.518 -0.546 -0.38 0.92 -0.67 0.13
H 0.703 -2.710 -0.666 -0.33 1.12 -0.10 0.18
H 2.994 0.075 -0.077 0.09 1.19 1.58 0.09
H -0.940 1.039 1.859 -1.47 1.58 0.07 0.18
H 1.058 1.173 0.663 1.51 1.92 0.12 0.16
H 2.356 -0.054 -1.703 0.11 -1.16 1.78 0.15
H -0.148 1.815 -1.373 -0.59 -0.05 0.38 0.20
H -2.139 -1.071 1.647 -0.44 -0.73 0.49 0.17
H -3.370 -0.347 -0.159 0.98 0.75 0.05 0.22
```
Positions in Å, forces in eV/Å.

5.
Computed, not measured: the molecule C4H7NO2, with the ωB97M-V functional and the def2-TZVPD basis.

DFT total energy, hartree: -361.70114
ΔE to the lowest compared entry with this formula, charge and spin, kcal/mol: 112.8
LUMO energy, eV: 0.87
HOMO, eV: -9.70
Structure (SMILES): C/C(=N\O)[C@H]1CO1
Gap between HOMO and LUMO, eV: 10.6

XYZ file:
```
14
Properties=species:S:1:pos:R:3:forces:R:3:lowdin_charge:R:1
O -0.128 -2.285 -0.145 -0.08 -0.69 0.39 -0.02
O -0.772 2.223 -0.391 -0.41 -0.33 -1.38 -0.02
N -0.214 -0.968 -0.487 0.20 0.01 0.30 -0.01
C 0.175 -0.091 0.362 -0.16 -0.50 -0.24 -0.27
C 0.713 -0.342 1.730 -0.01 -0.06 0.05 -0.01
C -0.845 1.086 -1.456 -0.46 1.52 0.05 -0.05
C 0.151 1.182 -0.423 0.56 -0.74 -0.16 -0.36
H 0.869 0.592 2.276 -0.05 -0.15 -0.12 0.08
H -1.781 0.584 -1.270 0.30 -0.24 0.08 0.10
H 0.013 -0.973 2.285 0.12 0.06 -0.01 0.09
H -0.533 1.052 -2.513 -0.25 1.36 0.45 0.12
H 1.664 -0.883 1.669 -0.11 0.06 0.04 0.09
H -0.566 -2.680 -0.914 0.28 -0.20 0.43 0.11
H 1.140 1.523 -0.740 0.08 -0.10 0.13 0.15
```
Positions in Å, forces in eV/Å.